Record 1
Here is a 10-piece molecular cluster, C6H34N2O9 overall from the OMol25 dataset. Energies are from wB97M-V/def2-TZVPD.

Summary:
E_LUMO: 0.39 eV
Structure (SMILES): CC(C)CCNCN.O.O.O.O.O.O.O.O.O
ΔE to the lowest compared entry with this formula, charge and spin: 40.5 kcal/mol
HOMO level: -8.9 eV
Frontier orbital gap: 9.275 eV

Each atom is followed by the atoms it is bonded to, with distances in Å.
Atoms and positions in Å:
1 C -1.622 -0.147 1.872  C2 1.528, H9 1.108, H10 1.082, H11 1.059
2 C -0.958 0.493 0.654  C1 1.528, C3 1.533, C4 1.530, H12 1.186
3 C -1.283 1.989 0.588  C2 1.533, H13 1.040, H14 1.138, H15 1.046
4 C 0.557 0.272 0.679  C2 1.530, C5 1.531, H16 1.153, H17 1.136
5 C 0.983 -1.183 0.464  C4 1.531, N6 1.459, H18 1.168, H19 1.096
6 N 1.700 -1.440 -0.781  C5 1.459, C7 1.475, H20 1.087
7 C 1.092 -2.478 -1.635  N6 1.475, N8 1.500, H21 1.144, H22 1.106
8 N -0.304 -2.152 -2.079  C7 1.500, H23 1.013, H24 0.997
9 H -1.157 0.235 2.802  C1 1.108
10 H -2.668 0.114 1.956  C1 1.082
11 H -1.533 -1.201 1.827  C1 1.059
12 H -1.374 -0.010 -0.337  C2 1.186
13 H -2.306 2.157 0.505  C3 1.040
14 H -0.762 2.472 -0.301  C3 1.138
15 H -0.926 2.469 1.447  C3 1.046
16 H 1.035 0.919 -0.146  C4 1.153
17 H 0.930 0.721 1.654  C4 1.136
18 H 1.718 -1.547 1.295  C5 1.168
19 H 0.146 -1.875 0.613  C5 1.096
20 H 1.877 -0.496 -1.290  N6 1.087
21 H 1.079 -3.435 -1.009  C7 1.144
22 H 1.760 -2.635 -2.503  C7 1.106
23 H -0.624 -2.635 -2.910  N8 1.013
24 H -0.421 -1.179 -2.262  N8 0.997
25 O 1.199 -0.977 3.715  H26 0.966, H27 1.006
26 H 0.495 -1.223 3.102  O25 0.966
27 H 1.030 -0.024 3.990  O25 1.006
28 O 0.014 1.447 -2.882  H29 0.952, H30 0.978
29 H 0.663 0.778 -2.689  O28 0.952
30 H -0.836 0.977 -2.764  O28 0.978
31 O -2.319 0.111 -2.874  H32 0.958, H33 1.029
32 H -2.900 0.777 -3.243  O31 0.958
33 H -2.798 -0.183 -2.012  O31 1.029
34 O 3.247 0.322 2.558  H35 0.963, H36 0.961
35 H 2.742 -0.380 2.980  O34 0.963
36 H 3.145 0.185 1.612  O34 0.961
37 O 1.273 1.709 3.774  H38 0.975, H39 0.998
38 H 2.121 1.449 3.370  O37 0.975
39 H 0.788 2.297 3.130  O37 0.998
40 O -2.112 -2.669 0.034  H41 1.000, H42 0.989
41 H -1.348 -2.542 -0.599  O40 1.000
42 H -2.469 -3.571 -0.155  O40 0.989
43 O 2.660 1.093 -2.071  H44 0.980, H45 0.943
44 H 2.298 1.963 -1.799  O43 0.980
45 H 3.543 1.073 -1.743  O43 0.943
46 O 1.276 3.283 -1.387  H47 0.981, H48 0.978
47 H 1.349 4.071 -1.967  O46 0.981
48 H 0.618 2.760 -1.886  O46 0.978
49 O -3.737 -0.687 -0.750  H50 0.970, H51 0.976
50 H -3.211 -1.459 -0.493  O49 0.970
51 H -3.669 -0.006 -0.054  O49 0.976

Results of the Mulliken charge analysis, in e, for atoms 1 through 4: C -2.033; C 2.607; C -1.642; C 1.012



Record 2
Here is a 11-piece molecular cluster, C6H34NO11 overall from the OMol25 dataset. Energies are from wB97M-V/def2-TZVPD.

Summary:
E_LUMO: -2.43 eV
Net charge: +1
ΔE to the lowest compared entry with this formula, charge and spin: 58.1 kcal/mol
HOMO level: -13.0 eV
Frontier orbital gap: 10.599 eV

Each atom is followed by the atoms it is bonded to, with distances in Å.
Atoms and positions in Å:
1 O -0.950 -0.915 -3.145  C2 1.201
2 C -1.261 -0.175 -2.252  O1 1.201, C3 1.520, H9 1.102
3 C -0.524 -0.123 -0.925  C2 1.520, C4 1.553, N8 1.493, H10 1.088
4 C -0.774 -1.370 -0.033  C3 1.553, C5 1.537, C6 1.536, H11 1.116
5 C -2.052 -2.119 -0.446  C4 1.537, H12 1.102, H13 1.096, H14 1.076
6 C -0.699 -1.109 1.479  C4 1.536, C7 1.519, H15 1.098, H16 1.098
7 C -0.078 -2.260 2.253  C6 1.519, H17 1.094, H18 1.096, H19 1.084
8 N -0.749 1.232 -0.338  C3 1.493, H20 1.019, H21 1.026, H22 1.032
9 H -2.181 0.421 -2.367  C2 1.102
10 H 0.554 -0.248 -1.009  C3 1.088
11 H -0.045 -2.176 -0.289  C4 1.116
12 H -2.877 -1.391 -0.499  C5 1.102
13 H -2.433 -2.735 0.377  C5 1.096
14 H -1.958 -2.820 -1.256  C5 1.076
15 H -1.728 -0.940 1.822  C6 1.098
16 H -0.192 -0.163 1.705  C6 1.098
17 H -0.630 -3.131 1.887  C7 1.094
18 H -0.392 -2.217 3.302  C7 1.096
19 H 1.004 -2.325 2.269  C7 1.084
20 H -0.861 1.237 0.674  N8 1.019
21 H -0.007 1.920 -0.503  N8 1.026
22 H -1.639 1.710 -0.548  N8 1.032
23 H 0.696 -3.204 -5.058  O25 0.957
24 H -0.391 -3.394 -3.905  O25 0.959
25 O 0.485 -3.621 -4.222  H23 0.957, H24 0.959
26 H 3.657 -2.660 -0.525  O28 0.970
27 H 4.945 -2.032 -0.532  O28 0.968
28 O 4.149 -2.024 0.018  H26 0.970, H27 0.968
29 H -0.290 1.642 3.839  O31 0.970
30 H -1.587 1.936 4.621  O31 0.961
31 O -1.210 1.930 3.737  H29 0.970, H30 0.961
32 H -3.511 1.991 -0.735  O34 0.960
33 H -3.507 3.138 -1.905  O34 0.957
34 O -3.272 2.252 -1.627  H32 0.960, H33 0.957
35 H -0.228 4.278 0.453  O37 0.966
36 H -0.084 4.631 -0.987  O37 0.964
37 O -0.304 3.880 -0.424  H35 0.966, H36 0.964
38 H -2.088 1.944 2.186  O40 0.978
39 H -3.248 2.750 1.566  O40 0.960
40 O -2.637 2.033 1.381  H38 0.978, H39 0.960
41 H 2.867 -0.634 1.476  O43 0.966
42 H 4.120 0.309 1.489  O43 0.955
43 O 3.187 0.252 1.689  H41 0.966, H42 0.955
44 H 2.491 1.019 0.531  O46 1.007
45 H 2.450 1.590 -0.857  O46 0.966
46 O 1.906 1.589 -0.059  H44 1.007, H45 0.966
47 H 1.980 0.765 3.428  O49 0.956
48 H 1.919 2.139 2.696  O49 0.958
49 O 1.515 1.598 3.374  H47 0.956, H48 0.958
50 H 1.413 -3.178 -2.043  O52 0.982
51 H 1.501 -1.879 -2.265  O52 0.977
52 O 1.833 -2.445 -1.541  H50 0.982, H51 0.977

Results of the Mulliken charge analysis, in e, for atoms 1 through 4: O -0.416; C -0.537; C 0.370; C 0.921



Record 3
Here is a 14-piece molecular cluster, C6H35F6N2O12P overall from the OMol25 dataset. Energies are from wB97M-V/def2-TZVPD.

Summary:
Multiplicity: 2
E_LUMO (spin up / spin down): -5.77 / -9.98 eV
<S²>: 0.77
Net charge: +1
HOMO level (spin up / spin down): -13.2 / -13.2 eV
Frontier orbital gap (spin up / spin down): 7.404 / 3.185 eV

Each atom is followed by the atoms it is bonded to, with distances in Å.
Atoms and positions in Å:
1 C 0.005 0.131 -3.042  C2 1.511, H9 1.090, H10 1.090, H11 1.090
2 C -0.519 0.886 -1.843  C1 1.511, N3 1.466, H12 1.090, H13 1.090
3 N -0.514 0.222 -0.536  C2 1.466, C4 1.378, C7 1.368
4 C -0.305 0.843 0.676  N3 1.378, C5 1.404, H14 1.080
5 C -0.361 -0.091 1.723  C4 1.404, N6 1.409, H15 1.080
6 N -0.696 -1.317 1.113  C5 1.409, C7 1.381, C8 1.451
7 C -0.777 -1.090 -0.247  N3 1.368, N6 1.381, H16 1.080
8 C -0.861 -2.598 1.775  N6 1.451, H17 1.090, H18 1.090, H19 1.090
9 H 0.342 0.681 -3.921  C1 1.090
10 H -0.675 -0.650 -3.385  C1 1.090
11 H 0.895 -0.433 -2.763  C1 1.090
12 H -1.534 1.178 -2.113  C2 1.090
13 H 0.069 1.802 -1.782  C2 1.090
14 H -0.159 1.913 0.636  C4 1.080
15 H -0.237 -0.060 2.795  C5 1.080
16 H -1.178 -1.860 -0.889  C7 1.080
17 H -1.190 -3.305 1.013  C8 1.090
18 H -1.663 -2.386 2.481  C8 1.090
19 H 0.022 -2.808 2.378  C8 1.090
20 P -2.056 4.494 1.003  F21 1.628, F22 1.615, F23 1.673, F24 1.599, F25 1.615, F26 1.621
21 F -1.027 3.660 1.951  P20 1.628
22 F -2.014 5.633 2.148  P20 1.615
23 F -0.774 5.203 0.195  P20 1.673
24 F -3.013 5.475 0.179  P20 1.599
25 F -2.116 3.362 -0.147  P20 1.615
26 F -3.325 3.785 1.721  P20 1.621
27 O 1.000 -5.438 1.473  H28 0.957, H29 0.957
28 H 1.336 -4.795 0.849  O27 0.957
29 H 0.200 -5.773 1.067  O27 0.957
30 O -3.915 0.798 -0.137  H31 0.957, H32 0.957
31 H -4.562 1.414 -0.480  O30 0.957
32 H -3.238 1.352 0.251  O30 0.957
33 O -1.359 -6.065 0.531  H34 0.957, H35 0.957
34 H -1.721 -6.599 1.238  O33 0.957
35 H -1.868 -6.312 -0.241  O33 0.957
36 O 0.745 0.706 -6.801  H37 0.957, H38 0.957
37 H 1.190 1.179 -7.504  O36 0.957
38 H 0.113 1.335 -6.452  O36 0.957
39 O 1.592 -1.445 4.672  H40 0.957, H41 0.957
40 H 1.559 -0.620 5.156  O39 0.957
41 H 2.093 -1.241 3.882  O39 0.957
42 O -1.483 4.499 -2.653  H43 0.957, H44 0.957
43 H -1.809 5.398 -2.702  O42 0.957
44 H -1.261 4.373 -1.731  O42 0.957
45 O 1.470 -3.361 -0.141  H46 0.957, H47 0.957
46 H 1.344 -3.809 -0.978  O45 0.957
47 H 2.067 -2.641 -0.342  O45 0.957
48 O 2.246 -1.470 -5.932  H49 0.957, H50 0.957
49 H 2.292 -0.822 -5.229  O48 0.957
50 H 1.739 -1.040 -6.621  O48 0.957
51 O 2.907 0.555 -1.078  H52 0.957, H53 0.957
52 H 3.484 -0.192 -1.235  O51 0.957
53 H 3.245 0.955 -0.277  O51 0.957
54 O 1.631 1.297 4.347  H55 0.957, H56 0.957
55 H 2.233 1.254 3.604  O54 0.957
56 H 1.462 2.232 4.465  O54 0.957
57 O 1.818 4.392 2.097  H58 0.957, H59 0.957
58 H 1.135 4.347 2.766  O57 0.957
59 H 1.355 4.257 1.271  O57 0.957
60 O 1.702 -4.045 4.170  H61 0.957, H62 0.957
61 H 1.389 -4.237 3.286  O60 0.957
62 H 1.529 -3.110 4.288  O60 0.957

Results of the Mulliken charge analysis, in e, for atoms 1 through 4: C -1.540; C -0.058; N 0.799; C -0.767



Record 4
Here is a 10-piece molecular cluster, C6H35N2O9 overall from the OMol25 dataset. Energies are from wB97M-V/def2-TZVPD.

Summary:
E_LUMO: -2.39 eV
Net charge: +1
ΔE to the lowest compared entry with this formula, charge and spin: 103.0 kcal/mol
HOMO level: -12.1 eV
Frontier orbital gap: 9.720 eV

Each atom is followed by the atoms it is bonded to, with distances in Å.
Atoms and positions in Å:
1 N -1.108 2.940 -0.300  C2 1.570, H9 1.012, H10 1.067, H11 1.043
2 C -0.523 1.666 -1.009  N1 1.570, C3 1.488, H12 1.212, H13 1.042
3 C 0.803 1.263 -0.469  C2 1.488, N4 1.439, H14 1.071, H15 1.118
4 N 1.049 1.487 0.931  C3 1.439, C7 1.557, H16 1.016
5 C -1.991 1.040 3.314  C6 1.603, H17 1.131, H18 1.055, H19 1.085
6 C -0.578 1.584 2.789  C5 1.603, C7 1.593, H20 1.146, H21 1.072
7 C 0.298 0.564 1.934  N4 1.557, C6 1.593, C8 1.581, H22 1.145
8 C 1.254 -0.165 2.961  C7 1.581, H23 1.130, H24 1.035, H25 1.120
9 H -0.721 3.730 -0.801  N1 1.012
10 H -2.142 3.119 -0.491  N1 1.067
11 H -0.880 2.822 0.711  N1 1.043
12 H -1.331 0.766 -0.928  C2 1.212
13 H -0.490 1.695 -2.050  C2 1.042
14 H 1.042 0.304 -0.882  C3 1.071
15 H 1.620 1.830 -0.980  C3 1.118
16 H 2.037 1.423 1.161  N4 1.016
17 H -1.719 -0.031 3.559  C5 1.131
18 H -2.665 0.963 2.506  C5 1.055
19 H -2.357 1.583 4.178  C5 1.085
20 H -0.708 2.525 2.149  C6 1.146
21 H -0.002 1.977 3.604  C6 1.072
22 H -0.361 -0.212 1.410  C7 1.145
23 H 0.584 -1.043 3.201  C8 1.130
24 H 1.397 0.520 3.723  C8 1.035
25 H 2.190 -0.442 2.412  C8 1.120
26 H 1.265 -3.408 -0.952  O28 0.927
27 H 0.969 -3.941 -2.355  O28 0.944
28 O 0.827 -3.231 -1.750  H26 0.927, H27 0.944
29 H 1.035 -2.734 1.088  O31 1.039
30 H 2.184 -3.001 1.973  O31 0.976
31 O 2.071 -2.800 1.024  H29 1.039, H30 0.976
32 H -1.019 -1.942 1.864  O34 0.970
33 H -0.837 -2.279 0.334  O34 0.923
34 O -0.494 -2.392 1.183  H32 0.970, H33 0.923
35 H 2.935 -0.078 -1.788  O37 0.945
36 H 3.823 0.611 -2.840  O37 0.946
37 O 2.942 0.330 -2.640  H35 0.945, H36 0.946
38 H -3.145 0.855 -1.801  O40 1.010
39 H -4.258 1.597 -1.003  O40 0.842
40 O -3.537 1.706 -1.424  H38 1.010, H39 0.842
41 H 1.144 0.337 -2.980  O43 1.017
42 H 0.180 0.183 -4.196  O43 0.960
43 O 0.168 0.398 -3.260  H41 1.017, H42 0.960
44 H 2.495 -1.437 0.059  O46 1.029
45 H 4.009 -1.007 -0.391  O46 0.933
46 O 3.174 -0.686 -0.128  H44 1.029, H45 0.933
47 H -1.763 -2.053 -1.952  O49 0.970
48 H -0.924 -3.115 -1.591  O49 1.009
49 O -1.730 -2.656 -1.193  H47 0.970, H48 1.009
50 H -2.710 -0.540 -3.082  O52 0.933
51 H -1.268 -0.271 -2.534  O52 0.999
52 O -2.236 -0.354 -2.300  H50 0.933, H51 0.999

Results of the Mulliken charge analysis, in e, for atoms 1 through 4: N 0.053; C -1.495; C -0.088; N -0.452



Record 5
Here is a 12-piece molecular cluster, C6H36N2O11 overall from the OMol25 dataset. Energies are from wB97M-V/def2-TZVPD.

Summary:
E_LUMO: -0.13 eV
Structure (SMILES): CN/C=C/C[C@H](C)N.O.O.O.O.O.O.O.O.O.O.O
ΔE to the lowest compared entry with this formula, charge and spin: 72.0 kcal/mol
HOMO level: -8.0 eV
Frontier orbital gap: 7.842 eV

Each atom is followed by the atoms it is bonded to, with distances in Å.
Atoms and positions in Å:
1 C -1.853 -2.585 -0.742  N2 1.441, H9 1.127, H10 1.128, H11 1.046
2 N -1.228 -1.294 -0.892  C1 1.441, C3 1.371, H12 1.005
3 C -1.965 -0.206 -0.505  N2 1.371, C4 1.350, H13 1.095
4 C -1.330 0.872 0.004  C3 1.350, C5 1.498, H14 1.105
5 C -1.847 2.248 0.292  C4 1.498, C6 1.602, H15 1.101, H16 1.096
6 C -0.686 3.251 -0.170  C5 1.602, C7 1.535, N8 1.480, H17 1.095
7 C -0.253 4.054 1.064  C6 1.535, H18 1.064, H19 1.102, H20 1.112
8 N -1.064 4.105 -1.318  C6 1.480, H21 1.009, H22 1.025
9 H -1.112 -3.427 -0.630  C1 1.127
10 H -2.323 -3.037 -1.663  C1 1.128
11 H -2.618 -2.656 -0.033  C1 1.046
12 H -0.247 -1.310 -1.106  N2 1.005
13 H -3.039 -0.401 -0.598  C3 1.095
14 H -0.263 0.742 0.256  C4 1.105
15 H -2.824 2.440 -0.177  C5 1.101
16 H -1.914 2.498 1.357  C5 1.096
17 H 0.167 2.714 -0.598  C6 1.095
18 H -0.450 3.569 1.990  C7 1.064
19 H -0.752 5.026 0.923  C7 1.102
20 H 0.808 4.379 1.002  C7 1.112
21 H -0.283 4.565 -1.764  N8 1.009
22 H -1.906 4.641 -1.087  N8 1.025
23 O 1.325 -2.714 0.338  H24 1.055, H25 0.964
24 H 2.269 -2.263 0.480  O23 1.055
25 H 1.250 -2.855 -0.613  O23 0.964
26 O -0.102 -0.132 4.648  H27 0.960, H28 0.986
27 H 0.337 0.717 4.732  O26 0.960
28 H 0.244 -0.531 3.816  O26 0.986
29 O -3.066 2.207 -2.643  H30 0.982, H31 0.962
30 H -2.235 2.642 -2.353  O29 0.982
31 H -3.068 1.417 -2.094  O29 0.962
32 O -1.982 -1.327 2.298  H33 0.966, H34 0.959
33 H -1.799 -0.889 3.139  O32 0.966
34 H -2.202 -0.675 1.631  O32 0.959
35 O 4.047 -0.030 -1.061  H36 0.954, H37 0.960
36 H 3.291 0.443 -0.722  O35 0.954
37 H 4.336 0.489 -1.816  O35 0.960
38 O 3.297 -1.591 1.233  H39 0.966, H40 0.974
39 H 3.283 -0.742 0.773  O38 0.966
40 H 2.626 -1.684 1.933  O38 0.974
41 O -0.453 -3.605 2.117  H42 0.970, H43 0.987
42 H -0.152 -3.565 1.195  O41 0.970
43 H -1.201 -2.963 2.065  O41 0.987
44 O 1.433 0.195 -1.248  H45 0.975, H46 0.995
45 H 1.427 -0.501 -1.931  O44 0.975
46 H 1.283 1.032 -1.765  O44 0.995
47 O 1.114 1.979 -3.260  H48 0.977, H49 0.973
48 H 0.762 1.434 -3.991  O47 0.977
49 H 0.447 2.685 -3.315  O47 0.973
50 O 1.739 -2.647 -2.589  H51 0.966, H52 0.963
51 H 1.160 -3.356 -2.897  O50 0.966
52 H 2.629 -2.953 -2.793  O50 0.963
53 O 0.816 -1.153 2.326  H54 0.973, H55 0.983
54 H 0.484 -1.958 2.760  O53 0.973
55 H 0.250 -1.048 1.529  O53 0.983

Results of the Mulliken charge analysis, in e, for atoms 1 through 4: C -1.271; N 0.287; C -1.218; C 0.581



The following maximum force values (in eV/A) correspond, in order, to the records above: 3.31 2.48 4.28 9.95 3.97.